Computed, not measured: C20H38HgN4OSiTa as an isolated structure at a distorted geometry, with the ωB97M-V functional and the def2-TZVPD basis.

Output
HOMO energy (alpha / beta): -14.41 / -14.42 eV
Spin multiplicity: 2
Total charge: +2

Each line ends with the Löwdin spin population.
Positions of all 66 atoms, in Å:
Hg 2.948721 0.155657 -3.113497  0.003
Ta 0.133945 0.011301 -0.651517  0.009
Si -1.675497 -0.060323 2.080876  0.027
O 5.207080 -2.036804 -0.382447  0.000
N 0.011345 0.022994 1.481163  0.315
N 1.836943 -0.404356 -1.070589  -0.003
N -0.727575 -1.563809 -1.628185  0.010
N -0.115960 1.778764 -1.705723  0.013
C -0.448926 3.642578 -0.263140  0.002
C 1.059933 0.058036 2.454923  0.134
C 0.430109 3.124164 -1.389946  0.002
C 0.166441 -3.451825 -0.426761  0.000
C 2.339363 0.472608 2.068557  0.119
C 1.879974 3.099423 -0.945341  0.000
C 1.920448 -0.353334 4.690159  0.014
C 0.357965 4.084303 -2.592697  0.000
C -1.983586 1.333077 3.287752  0.010
C -1.343915 -3.866488 -2.373748  0.000
C 0.936068 -3.090324 -2.765619  0.000
C -2.129842 -1.706507 2.855124  0.009
C 3.397992 0.475184 2.959693  0.007
C 3.181135 0.061223 4.271243  0.200
C 0.861396 -0.358236 3.786254  0.110
C -0.241990 -2.961237 -1.800192  0.001
C -2.002713 -1.270549 -2.274679  0.001
C 4.365590 -1.796827 0.342287  0.000
C -2.896950 0.144458 0.662780  -0.001
C -1.230012 1.805653 -2.652774  0.001
H -0.638583 4.516321 -2.723566  0.000
H -2.263490 1.860727 -2.226745  0.000
H -0.128564 -0.695212 4.086456  0.003
H -3.858599 0.190800 1.206517  0.000
H -2.215211 -3.892075 -1.709457  0.000
H -1.372648 1.289569 4.199101  0.002
H 2.116674 2.351015 -0.181232  0.000
H 0.320272 -4.538527 -0.479055  0.000
H 2.555402 2.927353 -1.797670  0.000
H -1.565734 -1.966402 3.760033  0.000
H -1.107972 2.690433 -3.286650  0.000
H 1.825330 -2.543482 -2.439722  0.000
H -2.806516 1.084056 0.096654  0.000
H -2.965703 -0.709228 -0.030318  0.000
H -2.788934 -1.980195 -1.960530  0.001
H 1.195509 -4.162148 -2.826585  0.000
H -1.493426 3.642976 -0.609272  0.000
H 1.729696 -0.673612 5.721527  -0.002
H 4.400077 0.776946 2.627266  -0.002
H 4.008686 0.052925 5.002157  0.008
H 1.086872 -2.954117 -0.091638  0.000
H 2.486501 0.723587 1.011875  0.003
H -1.808655 2.306667 2.808393  0.000
H -3.042025 1.297359 3.592766  0.000
H -1.141818 0.964489 -3.352768  0.000
H 0.705280 3.643265 -3.535333  0.000
H -1.646075 -3.554695 -3.384819  0.000
H -0.391379 2.968135 0.608272  0.001
H -2.386325 -0.267345 -2.040222  0.000
H 0.666507 -2.757076 -3.778908  0.000
H -2.035327 -2.537659 2.142645  0.000
H -0.132457 4.651564 0.023167  0.000
H 2.106312 4.099022 -0.535369  0.000
H -0.971538 -4.895358 -2.463366  0.000
H -1.864411 -1.325019 -3.371606  0.000
H 1.016148 4.935629 -2.407045  0.000
H -0.639690 -3.234396 0.294668  0.000
H -3.191669 -1.635071 3.146399  0.001

Atoms 1-2, force components in eV/Å:
Hg -0.846 -0.481 1.777
Ta -1.051 0.304 -2.552


Computed, not measured: C20H38NO2PdSi as an isolated structure, with the ωB97M-V functional and the def2-TZVPD basis.

Output
HOMO energy (alpha / beta): -2.61 / -4.30 eV
Spin multiplicity: 3
Total charge: -1

Each line ends with the Löwdin spin population.
Positions of all 63 atoms, in Å:
Pd -1.118588 -0.433264 -0.435925  1.087
Si -1.185226 -2.648364 -1.348024  0.159
O -3.079106 0.214856 -1.644446  0.073
O -3.397373 -0.794581 0.160139  0.092
N -3.910262 -0.280468 -0.858509  0.016
C -3.216771 2.125662 1.536503  0.001
C -2.130175 3.877449 0.150710  0.001
C 3.222128 1.914805 -0.928863  0.007
C -0.829770 1.833544 0.766561  0.060
C 1.624250 -0.906514 1.619106  0.001
C 2.995952 -0.306880 1.968831  0.002
C 2.746033 -0.415129 -1.690249  0.001
C 2.119191 0.943665 -1.379274  0.005
C -0.003285 1.927727 -0.346676  0.106
C -1.379820 3.511162 2.495859  0.004
C 1.008846 0.908471 -0.326595  0.092
C -2.511721 -2.876041 -2.662003  0.033
C 1.550008 1.467591 -2.710600  0.001
C 0.327891 -3.428300 -2.178358  0.037
C -1.698932 -3.869056 -0.001224  0.027
C -0.396321 0.686027 1.473253  0.091
C -1.888205 2.816337 1.223102  0.003
C 0.783647 0.140451 0.865328  0.054
C 0.946382 -1.268698 2.949499  0.001
C 1.820390 -2.238016 0.891855  0.004
H -2.283997 -2.307109 -3.567698  0.001
H 0.872628 -0.409557 3.620429  0.001
H 0.541037 -2.930722 -3.131298  0.000
H -1.224234 4.455623 -0.051146  0.000
H -2.574173 -3.939711 -2.924452  0.006
H 1.231123 -3.376744 -1.565651  0.000
H -1.231382 2.788168 3.302086  0.001
H 2.306258 1.367246 -3.494154  0.000
H 3.514998 -0.950156 2.686645  0.000
H -3.669584 1.729439 0.631598  0.000
H 2.799211 2.904382 -0.737534  0.001
H -0.054678 -1.672999 2.787577  0.000
H -3.082853 1.287256 2.222109  0.000
H 2.461484 -2.891137 1.494598  0.000
H -2.461280 3.416309 -0.783003  0.000
H 3.708034 1.573952 -0.012804  0.000
H -2.650853 -3.542696 0.428547  0.000
H 3.987853 2.012225 -1.707097  0.001
H -0.975523 -3.945550 0.814139  0.000
H -2.101995 4.260467 2.837934  0.001
H 2.273261 -2.131924 -0.086112  0.000
H 1.976906 -1.150223 -1.935792  0.001
H 3.341328 -0.795820 -0.861976  0.000
H -0.820553 0.352759 2.405458  0.005
H 1.276899 2.522369 -2.655265  0.000
H 2.882858 0.685330 2.413322  0.001
H -0.112615 2.662581 -1.128316  0.006
H 3.636477 -0.211799 1.092195  0.000
H 0.860427 -2.729553 0.757737  0.003
H 0.663989 0.901641 -3.005969  0.001
H 3.415498 -0.315922 -2.550161  0.000
H -2.907558 4.571475 0.483568  0.000
H -3.489612 -2.546220 -2.302399  0.000
H 0.117840 -4.486170 -2.387945  0.007
H 1.542480 -2.036670 3.449352  0.000
H -1.834399 -4.870048 -0.430711  0.005
H -0.423491 4.007280 2.309855  0.000
H -3.910985 2.839817 1.992357  0.000

Atoms 1-2, force components in eV/Å:
Pd -0.160 0.585 -0.102
Si 0.225 0.135 0.116


Computed, not measured: C20H39AlN4O5P as an isolated structure at a distorted geometry, with the ωB97M-V functional and the def2-TZVPD basis.

Output
HOMO energy: -4.79 eV
Spin multiplicity: 1
Total charge: -1

Each line ends with the natural charge from an NBO analysis.
Positions of all 70 atoms, in Å:
P 0.261890 -1.978863 -2.793156  2.156
Al -1.956277 2.978183 3.040677  1.392
O -3.416427 4.665881 -0.680621  -0.357
O -0.610935 -3.195135 -2.425017  -0.980
O 1.957376 0.528544 1.053042  -0.527
O 3.910594 1.149064 0.047306  -0.598
O -1.800752 3.783325 0.236512  -0.370
N -3.158221 3.828485 0.145046  0.374
N 1.323152 -2.832757 -3.824315  -0.775
N -1.013631 -1.175107 -3.625095  -0.795
N 1.303944 -0.568417 -3.142944  -0.645
C 1.391359 0.788144 2.373255  -0.095
C -3.040126 1.453381 3.937344  -0.984
C 1.648076 -4.203918 -3.437504  -0.396
C 4.345841 -0.022699 2.154735  -0.741
C 1.393285 -2.716475 -5.264369  -0.394
C -1.505100 2.593561 1.058922  -0.658
C -0.806765 -1.963518 3.426706  -0.223
C -1.995756 -0.603764 -2.699228  -0.420
C -1.429582 -2.516763 2.095787  -0.291
C 0.937977 0.596182 -3.940170  -0.401
C 1.978720 -0.116169 -1.917679  -0.437
C -2.617018 -1.776247 1.403515  -0.213
C -2.511900 0.084285 3.326300  0.041
C -0.330041 3.591668 4.124502  -0.979
C -1.345084 -0.650494 4.063907  -0.298
C 1.714679 2.283666 2.924502  -0.441
C -1.729222 -1.816055 -4.719112  -0.409
C -3.180336 -0.462680 2.011113  -0.281
C 3.370793 0.590209 1.050044  0.801
C 0.843812 2.503187 4.280242  -0.406
H 1.826698 1.206171 -4.138407  0.198
H 2.404093 -0.971326 -1.381132  0.196
H -0.713073 3.843873 5.185914  0.208
H -4.048163 0.112470 1.533440  0.233
H -1.489511 -0.050242 -1.901266  0.207
H -4.147505 1.588117 3.623848  0.226
H -2.611882 -1.380345 -2.232228  0.191
H -1.071943 -2.035253 -5.557437  0.191
H 2.380349 -3.025794 -5.624786  0.184
H 5.151058 -0.622796 1.584738  0.249
H 1.597327 2.944990 5.045295  0.177
H 0.040622 -2.546335 3.918225  0.207
H -2.487765 -1.140236 -5.129263  0.190
H 2.824790 2.254985 3.249699  0.186
H 1.514199 3.070912 2.125443  0.231
H 0.104720 4.537034 3.636659  0.207
H 4.834351 0.855877 2.699985  0.248
H 1.776575 -4.281945 -2.356351  0.207
H -2.651166 0.108021 -3.210352  0.193
H 0.858402 -4.902368 -3.741976  0.177
H 0.203657 1.233518 -3.435944  0.194
H -2.012852 1.662782 0.632602  0.192
H 3.834767 -0.719182 2.908145  0.228
H 2.805214 0.563108 -2.139068  0.214
H -0.366318 2.406995 0.971661  0.188
H -2.228510 -2.740614 -4.412268  0.187
H -1.059070 -3.470093 1.595293  0.222
H 1.276270 0.387618 -1.247672  0.206
H -0.875061 -0.268139 5.038570  0.224
H -2.967125 4.238694 3.006843  -0.425
H -3.010214 1.502545 5.081833  0.224
H -3.067693 -2.178444 0.421557  0.222
H 0.647646 -3.351145 -5.760244  0.170
H 1.265610 -1.691772 -5.612067  0.205
H 2.589440 -4.532197 -3.889704  0.179
H 1.647247 -0.013020 3.152035  0.182
H 0.497334 1.509483 4.747935  0.193
H 0.548818 0.321786 -4.921492  0.202
H 0.244337 0.753564 2.247694  0.232

Atoms 1-2, force components in eV/Å:
P -2.148 -1.497 -6.454
Al -0.240 0.489 0.248


Computed, not measured: C20H39AuF6N2Si4Te as an isolated structure at a distorted geometry, with the ωB97M-V functional and the def2-TZVPD basis.

Output
HOMO energy (alpha / beta): -7.42 / -7.40 eV
Spin multiplicity: 1

Each line ends with the Mulliken charge.
Positions of all 73 atoms, in Å:
Au 0.111697 -0.468382 0.217169  0.049
Te 1.164009 0.120462 2.771713  0.054
Si 1.686185 -1.677869 5.897948  0.377
Si 0.643356 2.143890 5.872828  0.413
Si 0.163448 -0.041373 5.070150  -0.312
Si -2.087922 -0.654492 5.420234  0.760
F 0.841755 -2.950172 1.502020  -0.239
F 2.826300 0.308480 -0.120970  -0.321
F -1.293635 -2.862936 1.026888  -0.240
F 5.067757 1.541373 -0.644765  -0.314
F 0.455986 4.331329 -1.159879  -0.350
F 2.736076 5.482508 -1.640546  -0.313
N 0.327659 1.584524 -0.189042  -0.138
N -2.299271 0.265703 -0.063481  0.566
C 3.980289 3.560754 -1.146209  -0.455
C 1.364508 -3.313057 5.017275  -0.710
C 2.306937 2.783510 5.243558  -0.993
C -2.394788 -0.517915 7.284317  -1.084
C 0.669917 2.170068 7.764249  -1.002
C -2.034589 1.580329 0.514492  -0.883
C 1.565069 3.580899 -0.966878  0.669
C -0.925922 2.333800 -0.197387  -0.605
C 2.742328 1.607027 -0.472865  0.054
C -0.712189 3.316305 5.262717  -0.961
C 2.764479 4.201197 -1.247843  0.028
C 1.415603 -1.887858 7.759970  -1.006
C 3.474676 -1.137842 5.612697  -1.021
C -3.180454 -0.510806 0.796711  -0.875
C 3.929453 2.238101 -0.758251  -0.046
C -3.307084 0.501229 4.545606  -0.863
C -2.446110 -2.428149 4.873441  -1.117
C 1.470981 2.235150 -0.526192  0.505
C -0.048780 -2.501059 0.556355  0.056
C -2.820126 0.333344 -1.423736  -1.124
H -2.941148 2.204761 0.521259  0.382
H 2.138599 -2.599519 8.166605  0.387
H 3.713801 -0.225703 6.163880  0.252
H 1.472745 1.546961 8.163373  0.271
H 2.322991 2.830312 4.152850  0.260
H 0.416753 -2.270667 7.978434  0.272
H 0.366812 -3.698129 5.236486  0.234
H 1.538237 -0.945476 8.297308  0.249
H -4.161772 -0.029479 0.918796  0.311
H -0.271172 1.812050 8.186266  0.270
H -1.239220 2.562354 -1.221489  0.409
H -1.666615 3.112332 5.752943  0.263
H 1.445277 -3.199387 3.935076  0.075
H -3.516407 -2.641304 4.916096  0.419
H -3.133325 0.531089 3.467276  0.045
H -2.092132 0.805823 -2.081080  0.264
H -3.322764 -1.504557 0.376649  0.380
H -3.002827 -0.676464 -1.788258  0.333
H -1.723060 1.419076 1.551549  -0.065
H 4.165818 -1.916792 5.942419  0.375
H 2.089665 -4.069294 5.328167  0.402
H -3.225739 1.523156 4.920456  0.315
H -3.759651 0.902533 -1.471106  0.329
H -0.448143 4.355689 5.471346  0.387
H 4.909995 4.060249 -1.369189  0.488
H -1.940695 -3.148145 5.520262  0.320
H 3.131236 2.138653 5.556631  0.251
H -4.335665 0.170878 4.706240  0.414
H -2.110169 -2.613015 3.850337  0.268
H 2.504582 3.787335 5.625771  0.360
H -1.701370 -1.142793 7.851000  0.237
H -3.408370 -0.834049 7.540832  0.374
H -0.812947 3.287047 0.322065  0.565
H 0.126340 -3.124260 -0.325563  0.248
H -2.272243 0.509573 7.634049  0.253
H -2.723920 -0.627278 1.780735  -0.061
H 0.829997 3.188935 8.124192  0.374
H -0.862033 3.221929 4.184807  0.208
H 3.666147 -0.950092 4.554435  0.323

Atoms 1-2, force components in eV/Å:
Au 0.195 0.147 1.505
Te 0.272 0.141 -1.164


- Look up the spin multiplicity of the third one.
  1